The following is a quantum chemistry calculation of a molecular structure, C44H48As2GeN5OSSc at a distorted geometry, from the Open Molecules 2025 dataset.

Geometry as ORCA input:
```
! RIJCOSX wB97M-V def2-TZVPD def2/J DEFGRID3
* xyz 0 1
C -1.2485 -3.1545 4.7547
H -1.4200 -0.9863 -3.2327
C -1.8828 -2.5896 3.6521
H 2.0225 1.0463 -3.4930
H -3.9878 -0.7356 4.0907
C 1.9301 0.4131 6.1168
C 0.1545 -0.2491 4.0357
C 1.6128 3.9413 3.5768
N 3.3495 -1.9024 1.0223
C -0.2412 4.4608 -1.1595
C -2.8111 5.4950 -0.8719
H -0.3623 -2.6816 5.1660
H 1.9595 -1.0173 3.0750
H -1.2161 -4.7467 6.1912
H 3.4779 -3.3944 -3.9917
H -1.8209 -1.0995 -1.4892
H -1.1723 2.5318 -0.9951
H 0.1840 1.1182 7.1544
H -2.0152 5.2449 3.6305
C -1.6571 -3.9255 0.1140
C -0.2988 0.3693 5.2101
H 1.5988 5.5802 0.6345
C 0.8407 3.7973 4.7175
C 0.9436 -2.8938 -1.1137
H 4.0576 -2.3155 1.6292
H -3.8120 5.8942 -0.7652
C 4.3536 0.6154 2.1124
H 2.6061 0.6542 6.9280
H 0.3574 1.6382 -3.6415
C -1.3892 -0.4785 -2.2693
C 2.7522 -3.2714 -3.1980
C 2.4125 -0.1487 4.9503
H -3.1882 3.6053 1.8988
C 2.1710 -2.0306 -2.9817
C -0.4823 -1.0876 1.0234
H 3.2402 -2.5447 0.2419
Sc 1.2468 0.3247 1.2276
H -1.3555 0.5927 5.3199
H -1.8158 -4.6230 0.9346
H 0.3868 6.5097 -1.3007
C 0.5663 0.6742 6.2426
N 4.9738 -0.3371 1.4715
N 3.0793 0.3087 0.3595
C 2.3937 -4.3457 -2.4024
C -4.7629 1.2167 3.6968
C -0.9948 4.8843 3.6174
H 3.4695 -0.3442 4.8185
C 1.0848 4.5663 2.4533
H 1.8487 -3.4923 1.9048
C 1.4951 -4.1469 -1.3663
C -1.7323 6.3541 -1.0148
H -3.4468 3.4463 -0.7730
H 1.2383 -4.9908 -0.7376
C -0.4534 5.8372 -1.1663
C -0.4630 4.2698 4.7401
N 3.2151 1.0813 1.5970
C -2.6076 4.1216 -0.8781
H 1.8329 4.6657 -1.7019
H 2.8190 -5.3265 -2.5709
H 0.7890 0.0766 -4.3359
As -0.1187 -2.7758 0.5099
C -4.5445 2.4402 3.0857
C -3.5167 -4.3766 3.7384
H -4.4090 -4.8456 3.3412
N 4.0390 -0.7106 0.4316
H -3.2407 -5.8410 5.2846
H -5.2789 3.2320 3.1734
Ge -1.2131 -0.9640 2.7705
H 1.1681 3.0728 -2.0233
C 1.5220 -0.4883 3.9301
C -2.6384 0.3970 2.8637
C 0.8589 -3.9145 1.7628
H 4.7655 1.0450 3.0180
H -5.6711 1.0459 4.2625
As 0.4481 -0.0376 -1.7642
C -0.2264 5.0264 2.4723
C -3.3753 2.6470 2.3645
H -1.5360 1.8225 1.6719
C -2.8630 -4.9340 4.8292
S 1.9244 3.2334 0.1621
H 1.2583 3.3095 5.5877
O 0.8283 2.3583 0.7614
H -0.6471 5.4980 1.5888
C 1.2488 -1.8207 -1.9577
C -3.8101 0.2118 3.5909
H 2.4575 -1.2138 -3.6284
H -1.9658 0.4458 -2.3259
H -1.8854 7.4256 -1.0224
C 1.1362 3.9112 -1.3271
C -1.3289 3.6039 -1.0087
C -1.7283 -4.3195 5.3375
H -1.0691 4.1504 5.6297
H 0.3025 -3.9020 2.6979
H 2.6249 3.5540 3.5491
C -3.0273 -3.2151 3.1584
C 1.9341 4.7330 1.2341
H 0.9166 -4.9425 1.4058
C 0.9745 0.7489 -3.4980
C -2.4379 1.6316 2.2476
H -2.5338 -3.2898 0.0067
H -1.4891 -4.4748 -0.8116
H 2.9795 4.8835 1.4990
H -3.5495 -2.7898 2.3063
*
```

Energy above the lowest of the compared OMol25 structures with the same formula, charge and spin = 1.1 kcal/mol
Kohn-Sham gap = 6.166 eV
E = -9761.7052 Ha
Maximum force = 1.059 eV/Å
LUMO level = 0.41 eV



The following is a quantum chemistry calculation of C4H6N2OS in the gas phase at a distorted geometry, from the Open Molecules 2025 dataset.

Geometry as ORCA input:
```
! RIJCOSX wB97M-V def2-TZVPD def2/J DEFGRID3
* xyz 0 1
H -1.0567 -0.6123 1.9905
H -0.8541 0.7217 -0.1210
C -0.0037 0.5871 0.5007
H 0.8096 -0.2496 2.5363
H -0.5728 3.8038 -0.2415
N 0.4869 -0.9255 0.4288
O -0.5761 2.8863 -0.1712
H 0.1976 -2.8910 0.5323
H 2.1747 1.5380 0.9472
C 0.0676 -0.2750 1.6879
N 0.8860 2.8760 0.2196
S -0.7982 -2.4242 -1.4513
C -0.0132 -1.9957 -0.0633
C 1.1278 1.6393 0.2759
*
```

Energy above the lowest of the compared OMol25 structures with the same formula, charge and spin = 156.1 kcal/mol
Structure (SMILES) = O/N=C\[C@@H]1CN1C=S
Kohn-Sham gap = 8.608 eV
E = -738.7559 Ha
Maximum force = 6.607 eV/Å
LUMO level = 0.22 eV



The following is a quantum chemistry calculation of 2 unconnected molecules or ions with the total composition C17H27F2N2O8S at a distorted geometry, from the Open Molecules 2025 dataset.

Geometry as ORCA input:
```
! RIJCOSX wB97M-V def2-TZVPD def2/J DEFGRID3
* xyz 1 1
C -2.4726 0.6924 -3.2372
H -1.7161 -1.1126 -2.0717
H -0.0822 -5.8367 0.6819
H 3.0258 -3.8835 1.2879
C -1.0089 5.0459 4.9312
H 0.2012 3.1958 3.2205
C -2.1409 -0.0285 -1.8051
H 3.0243 -6.8327 -0.0473
C -0.4040 2.3963 1.1623
H -0.3493 -2.8208 -2.4121
H 1.6318 -1.5332 -0.8023
N -1.1333 0.7542 -0.9363
O 2.2566 2.9649 1.6291
H 2.7451 -1.6806 -2.4217
O -0.7951 4.7807 2.1947
H -0.7000 3.9395 5.2402
H -2.0328 2.4756 -4.5841
N 1.9080 -5.6365 1.2349
C 0.3491 0.5814 -1.3297
C 1.5892 1.3092 -0.4713
O 3.0232 1.1334 -0.7930
C 0.6242 -5.1392 1.1607
H 2.7641 3.6300 1.0519
H 1.3874 -7.4491 0.2964
H 1.0474 -3.1923 -3.6354
O -4.3329 1.9747 -0.6115
S -3.4290 1.8870 0.6805
C -1.5838 1.6433 0.2457
C 0.8888 -0.3086 -2.6025
H 3.6068 1.7210 -0.2290
H 2.6570 -4.5990 2.8744
C 1.6648 -1.6267 -1.9704
C 2.2585 -6.9464 0.7256
H -3.6413 0.7501 -3.3859
H -0.5569 5.7390 5.7871
H -3.1486 -0.2648 -1.2089
H -1.6625 2.9392 3.0917
F 1.8356 0.5010 -3.4585
H 0.0675 -0.6968 -3.3330
H -2.7312 3.9856 -3.3220
H 1.1118 -3.8776 -1.8320
H -2.1851 5.2051 4.9617
C -0.3879 5.4764 3.4545
C -0.7181 3.3292 2.4937
O 0.4797 6.5176 3.4420
C 1.2262 2.2581 0.8115
O -3.7193 3.1956 1.4496
C 2.9413 -4.8233 1.8418
C -1.8456 2.1896 -3.4400
H -0.6905 2.2811 -3.2772
O 0.2618 -4.0441 1.5704
H -2.0835 -0.0285 -4.1056
H 2.6537 -7.5516 1.5467
F -3.9234 0.4637 1.5678
H 3.9014 -5.3460 1.8293
C 0.8274 -2.9528 -2.4898
O -2.4849 3.2549 -2.6524
*
```

Kohn-Sham gap = 5.764 eV
E = -1972.4670 Ha
Maximum force = 9.453 eV/Å
LUMO level = -5.68 eV



The following is a quantum chemistry calculation of 3 unconnected molecules or ions with the total composition C18H16F4N4 at a distorted geometry, from the Open Molecules 2025 dataset.

Geometry as ORCA input:
```
! RIJCOSX wB97M-V def2-TZVPD def2/J DEFGRID3
* xyz 0 1
H -2.4824 -0.6267 3.6327
H 2.3528 3.3362 0.2264
C -3.2672 0.5381 1.7858
C -6.8779 -1.9562 -1.1970
C -4.9657 -3.0691 -0.7985
C 4.5734 -0.5374 -2.0260
C -5.9482 -1.0625 -0.7239
H -6.7009 -4.1569 -1.5687
H -7.8936 -1.7202 -1.4789
C -0.5921 1.4140 1.6857
C 2.0758 1.5017 2.4709
H -4.3209 0.1002 1.9119
H -2.0280 3.2076 -1.2714
C 5.3717 -0.9780 -0.9986
N -3.0353 1.4532 0.7180
H -6.0115 -0.0004 -0.5397
H 7.4772 -1.7383 -1.0362
H 3.5598 -0.1654 -2.0301
C -6.2554 -3.2281 -1.2439
H 0.4724 4.1024 -1.5226
F 3.2387 2.3347 2.3319
H 1.8043 -0.2915 1.0721
F 1.7106 1.5359 3.8450
N -0.8071 0.5294 2.7994
H -4.1614 -3.7795 -0.6801
H 4.9510 -0.3846 -4.1045
N -4.7887 -1.7492 -0.4791
F 3.8125 -0.0544 1.5302
H -3.9377 -1.3458 -0.1206
C 6.6176 -1.3496 -1.5622
C -1.6652 1.8879 0.6769
C -2.1706 0.1130 2.8047
N 5.2898 -0.6348 -3.1897
C 0.1861 3.4066 -0.6615
C -1.2509 2.8723 -0.4917
F 2.1525 -0.9811 2.9922
C 6.5389 -1.1243 -2.9151
H 5.0910 -1.0263 0.0418
C 1.2894 2.9456 0.3500
C 2.4554 -0.0157 1.9859
H 7.2614 -1.2709 -3.7038
C 0.8781 1.9684 1.4824
*
```

Structure (SMILES) = FC(F)C(F)(F)c1cccc2nccnc12.c1cc[nH]c1.c1cc[nH]c1
Kohn-Sham gap = 6.599 eV
E = -1313.7664 Ha
Maximum force = 5.937 eV/Å
LUMO level = -1.64 eV



Question: Look up the Kohn-Sham gap of the fourth one.
Answer: 6.599 eV



Question: What is the maximum force in the second record?
Answer: 6.607 eV/Å



What did the fourth record say?
The following is a quantum chemistry calculation of 3 unconnected molecules or ions with the total composition C18H16F4N4 at a distorted geometry, from the Open Molecules 2025 dataset.

Geometry as ORCA input:
```
! RIJCOSX wB97M-V def2-TZVPD def2/J DEFGRID3
* xyz 0 1
H -2.4824 -0.6267 3.6327
H 2.3528 3.3362 0.2264
C -3.2672 0.5381 1.7858
C -6.8779 -1.9562 -1.1970
C -4.9657 -3.0691 -0.7985
C 4.5734 -0.5374 -2.0260
C -5.9482 -1.0625 -0.7239
H -6.7009 -4.1569 -1.5687
H -7.8936 -1.7202 -1.4789
C -0.5921 1.4140 1.6857
C 2.0758 1.5017 2.4709
H -4.3209 0.1002 1.9119
H -2.0280 3.2076 -1.2714
C 5.3717 -0.9780 -0.9986
N -3.0353 1.4532 0.7180
H -6.0115 -0.0004 -0.5397
H 7.4772 -1.7383 -1.0362
H 3.5598 -0.1654 -2.0301
C -6.2554 -3.2281 -1.2439
H 0.4724 4.1024 -1.5226
F 3.2387 2.3347 2.3319
H 1.8043 -0.2915 1.0721
F 1.7106 1.5359 3.8450
N -0.8071 0.5294 2.7994
H -4.1614 -3.7795 -0.6801
H 4.9510 -0.3846 -4.1045
N -4.7887 -1.7492 -0.4791
F 3.8125 -0.0544 1.5302
H -3.9377 -1.3458 -0.1206
C 6.6176 -1.3496 -1.5622
C -1.6652 1.8879 0.6769
C -2.1706 0.1130 2.8047
N 5.2898 -0.6348 -3.1897
C 0.1861 3.4066 -0.6615
C -1.2509 2.8723 -0.4917
F 2.1525 -0.9811 2.9922
C 6.5389 -1.1243 -2.9151
H 5.0910 -1.0263 0.0418
C 1.2894 2.9456 0.3500
C 2.4554 -0.0157 1.9859
H 7.2614 -1.2709 -3.7038
C 0.8781 1.9684 1.4824
*
```

Structure (SMILES) = FC(F)C(F)(F)c1cccc2nccnc12.c1cc[nH]c1.c1cc[nH]c1
Kohn-Sham gap = 6.599 eV
E = -1313.7664 Ha
Maximum force = 5.937 eV/Å
LUMO level = -1.64 eV